{
  "formula": "C20H92BBrF2IN3O36P",
  "method": "ωB97M-V/def2-TZVPD",
  "lumo_energy_ev": 1.597,
  "gap_ev": 7.2,
  "charge": -1,
  "species": ["C", "C", "C", "C", "C", "C", "C", "C", "N", "O", "O", "B", "C", "I", "C", "C", "N", "C", "O", "F", "C", "O", "F", "O", "C", "C", "C", "N", "C", "C", "C", "C", "O", "P", "O", "Br", "H", "H", "H", "H", "H", "H", "H", "H", "H", "H", "H", "H", "H", "H", "H", "H", "H", "H", "H", "H", "H", "H", "H", "H", "H", "H", "H", "H", "H", "H", "H", "H", "H", "H", "O", "H", "H", "O", "H", "H", "O", "H", "H", "O", "H", "H", "O", "H", "H", "O", "H", "H", "O", "H", "H", "O", "H", "H", "O", "H", "H", "O", "H", "H", "O", "H", "H", "O", "H", "H", "O", "H", "H", "O", "H", "H", "O", "H", "H", "O", "H", "H", "O", "H", "H", "O", "H", "H", "O", "H", "H", "O", "H", "H", "O", "H", "H", "O", "H", "H", "O", "H", "H", "O", "H", "H", "O", "H", "H", "O", "H", "H", "O", "H", "H", "O", "H", "H", "O", "H", "H"],
  "positions_angstrom": [[-2.038710, 3.380680, 5.295704], [-1.677962, 3.357663, 3.790948], [-2.191461, 2.043916, 3.117143], [-1.032791, 1.307364, 2.390701], [-1.522035, 0.365683, 1.240933], [-2.945025, -0.226869, 1.333220], [-3.416293, -0.898113, 2.664909], [-2.421270, -1.793520, 3.422992], [-1.291503, -1.301883, 4.117016], [-2.630296, -2.971774, 3.479775], [-1.746244, 1.357033, 0.200561], [-0.705481, 1.514689, -0.784848], [0.442605, 2.681333, -0.492243], [-0.436770, 4.691324, -0.575112], [1.577797, 2.679978, -1.546578], [2.706862, 3.712469, -1.189253], [-1.502814, 1.886646, -2.086185], [-1.137105, 1.295231, -3.255358], [-1.840789, 1.251523, -4.182771], [0.086904, 0.794165, -3.404614], [-2.884128, 1.958035, -1.925373], [-3.679952, 1.157097, -2.040409], [-3.290826, 3.214547, -1.540444], [0.044670, 0.266022, -0.671693], [-0.364407, -0.468546, 0.477473], [0.944910, -0.548841, 1.316963], [1.978298, -1.637019, 0.910503], [1.761380, -2.878598, 1.716091], [1.805557, -4.118072, 0.925587], [0.921205, -5.172188, 1.649544], [2.591080, -2.945967, 2.815494], [2.785002, -1.733076, 3.735925], [3.185312, -3.938152, 3.108807], [-0.726505, -2.120693, -0.343389], [-1.663806, -3.069149, 0.643621], [-2.103429, -1.767435, -2.136183], [-1.300655, 2.817623, 5.867579], [-2.059434, 4.426732, 5.618100], [-3.059873, 2.989020, 5.461509], [-2.213391, 4.181421, 3.304439], [-0.603171, 3.479172, 3.616328], [-3.029354, 2.231247, 2.444389], [-2.469499, 1.394362, 3.958447], [-0.433312, 2.121333, 1.970555], [-0.371889, 0.802151, 3.101919], [-3.172617, -0.915327, 0.515941], [-3.608042, 0.628261, 1.176949], [-4.280750, -1.527068, 2.428011], [-3.815904, -0.140773, 3.352853], [-1.482447, -1.046382, 5.076363], [-0.491677, -1.913560, 4.018632], [0.953430, 2.530010, 0.465431], [2.047838, 1.687746, -1.473279], [1.214813, 2.817379, -2.568530], [2.570779, 4.048157, -0.157400], [3.687287, 3.226971, -1.251648], [2.626699, 4.538570, -1.899615], [1.434154, 0.428967, 1.307889], [0.648655, -0.791102, 2.341337], [2.041524, -1.821005, -0.161002], [2.962816, -1.239089, 1.209432], [1.400997, -3.999568, -0.078353], [2.823622, -4.511125, 0.796122], [1.407857, -6.148962, 1.695268], [-0.075050, -5.249927, 1.205503], [0.789983, -4.871034, 2.685582], [3.009912, -2.145665, 4.723574], [1.880005, -1.127256, 3.849806], [3.648693, -1.137533, 3.445685], [-2.223375, -3.602669, 0.048663], [1.894312, 0.729524, -6.026431], [1.288162, 0.797815, -5.278150], [2.736028, 1.050216, -5.679237], [1.383751, -6.597898, 4.076585], [0.843131, -6.593086, 4.875019], [2.244421, -6.275529, 4.372235], [1.830850, 6.010207, 1.731466], [1.400379, 6.564167, 1.068514], [2.271408, 6.633854, 2.319531], [1.512258, -5.816126, -1.775866], [1.368761, -6.745733, -1.566471], [1.288865, -5.744555, -2.710426], [5.615038, -2.281558, 3.053980], [5.472413, -3.203114, 3.296428], [5.404136, -2.253178, 2.109812], [-4.420335, 2.285260, 6.961003], [-4.748946, 2.698099, 7.767565], [-4.948392, 1.483207, 6.876463], [2.475960, 7.230203, -2.002176], [1.850060, 7.945006, -2.165089], [2.796631, 6.995515, -2.881628], [2.757442, -9.052034, 2.479465], [2.037905, -8.668350, 3.000058], [3.537333, -8.571157, 2.775384], [-5.890155, 4.390080, -1.583841], [-6.283190, 4.761635, -2.381661], [-5.027324, 4.064731, -1.876974], [-4.065349, -4.731323, 0.596841], [-4.070179, -4.268149, 1.445206], [-4.946053, -4.577275, 0.237920], [5.384749, 8.404243, -2.038273], [5.864990, 7.569252, -2.041087], [4.460543, 8.133768, -2.018344], [-7.996228, 6.894069, -2.142848], [-7.632701, 6.352663, -1.430255], [-8.351136, 6.253690, -2.769159], [-4.993804, 6.998906, -0.973426], [-5.915742, 6.879064, -1.229105], [-4.587337, 6.145690, -1.174477], [1.114672, 1.039832, -9.366606], [1.695543, 0.867072, -8.614364], [0.238517, 0.811254, -9.036280], [-2.666798, 8.809478, -0.656443], [-3.062313, 9.197285, 0.130474], [-3.150119, 7.980680, -0.774363], [1.401987, 3.095253, -12.058020], [1.735541, 2.623595, -11.283183], [1.191968, 2.394666, -12.684731], [1.931645, 6.109317, -12.215767], [1.770443, 5.189442, -11.966126], [1.782104, 6.121557, -13.166284], [5.072393, 6.212555, -0.323703], [5.052129, 6.652544, 0.532005], [4.183170, 6.352078, -0.678160], [-3.575315, 4.941786, 0.969952], [-4.203099, 5.657057, 0.810872], [-3.238901, 4.714479, 0.090483], [2.842749, -11.814045, 4.212730], [2.423206, -11.458932, 3.418135], [3.742916, -12.010294, 3.932143], [-0.535091, -0.654913, -11.426128], [-1.295614, -0.238949, -11.006429], [0.224538, -0.166429, -11.083856], [-6.246694, -3.451090, 3.265482], [-5.358444, -3.305269, 3.617739], [-6.833772, -3.236457, 3.997687], [0.908360, -14.320856, 2.841934], [0.473992, -13.755499, 2.191028], [1.319322, -13.702075, 3.457473], [0.420306, 4.466749, 6.004171], [0.696424, 4.868365, 6.835422], [0.767886, 5.060252, 5.327926], [-0.156849, 7.461278, -3.891916], [-0.553422, 7.844692, -3.100137], [-0.628760, 6.628338, -4.005804], [1.282481, -13.349855, 6.560579], [1.451848, -12.961859, 7.425270], [1.623910, -12.695102, 5.936978], [6.347980, -1.747744, 0.346362], [6.306304, -1.749760, -0.616213], [7.185695, -1.317833, 0.550668], [4.779392, 1.642143, -6.812642], [4.435346, 1.945354, -7.660083], [5.695855, 1.411470, -6.998349], [0.083585, -14.215449, -0.064394], [-0.035665, -15.151157, 0.134358], [-0.150133, -14.135073, -0.995164]],
  "forces_ev_per_a": [[-0.516, 0.300, -0.806], [-1.155, -0.376, -0.073], [1.485, -0.400, 0.805], [-0.316, -0.220, 0.321], [0.696, 2.145, -2.240], [-0.036, -0.414, 1.217], [0.363, 0.167, 0.209], [-0.680, 0.140, 0.096], [0.267, 1.170, -0.559], [-0.567, -1.579, -0.406], [-0.862, 0.328, -0.135], [0.403, 0.780, 2.148], [0.310, -0.274, -1.464], [0.161, -0.158, 0.262], [0.703, 0.186, 1.136], [-0.655, -0.806, -0.475], [1.659, -0.915, -0.022], [-0.620, 0.663, 0.836], [-1.874, -0.280, -3.173], [0.971, 0.091, 1.092], [2.509, 2.231, 0.628], [-3.230, -3.035, -0.714], [0.357, 0.446, -0.034], [-0.323, -0.710, -0.632], [-0.041, 0.704, 0.801], [-0.550, -1.319, 0.067], [0.154, 1.138, 1.338], [0.831, 0.254, -1.644], [-0.889, -1.297, 0.238], [0.396, 0.258, -0.178], [-0.515, 2.065, 0.393], [-0.829, -0.160, 0.202], [0.954, -2.469, 0.622], [0.968, -0.941, -0.480], [-0.093, 0.960, -0.570], [-0.147, 0.226, 0.560], [-0.268, 0.038, 0.140], [0.213, -0.261, 0.305], [0.745, 0.105, -0.220], [0.377, 0.033, -0.028], [-0.162, 0.063, 0.120], [0.073, 0.021, 0.134], [-0.478, 0.063, -0.337], [-0.026, -0.486, -0.466], [-0.438, 0.093, 0.142], [0.453, 0.107, 0.012], [0.142, -0.122, 0.015], [0.274, -0.092, 0.027], [0.407, 0.021, -0.068], [0.068, 0.173, -0.131], [-0.318, -0.360, 0.334], [-0.431, 0.458, 0.083], [-0.380, 0.005, -0.188], [-0.014, 0.046, 0.181], [0.083, 0.242, -0.229], [-0.072, 0.273, -0.172], [0.310, 0.173, 0.393], [-0.347, -0.008, -0.086], [0.199, 0.186, -0.141], [-0.302, -0.283, 0.170], [-0.182, -0.013, -0.324], [0.050, 0.598, 0.200], [-0.075, 0.304, 0.247], [-0.171, 0.082, -0.241], [0.196, -0.005, -0.074], [-0.063, -0.021, -0.130], [0.090, 0.000, -0.203], [0.284, 0.087, -0.235], [-0.215, 0.034, -0.121], [-0.128, -0.192, 0.517], [0.096, 0.116, 0.039], [-0.125, -0.064, -0.083], [0.043, -0.059, -0.165], [0.156, -0.516, 0.658], [-0.011, -0.024, -0.076], [-0.044, 0.215, -0.190], [0.228, 0.266, 0.195], [-0.109, -0.252, -0.078], [-0.020, -0.050, -0.037], [0.011, -0.176, -0.160], [-0.001, 0.083, 0.080], [-0.016, 0.085, 0.075], [0.325, -0.061, -0.103], [-0.208, 0.074, 0.023], [0.261, 0.016, 0.042], [-0.376, -0.219, 0.349], [0.058, 0.029, -0.063], [0.044, 0.047, -0.053], [0.495, 0.212, -0.002], [-0.079, -0.154, -0.043], [-0.285, -0.111, -0.028], [-0.091, -0.143, 0.133], [0.059, 0.197, -0.080], [-0.057, -0.010, -0.056], [-0.117, 0.236, -0.290], [0.061, -0.164, -0.086], [-0.042, -0.391, 0.173], [-0.060, 0.103, 0.009], [0.144, -0.032, -0.001], [0.069, 0.006, 0.004], [0.141, 0.263, -0.469], [-0.053, 0.036, 0.274], [-0.104, 0.047, 0.154], [0.229, -0.187, 0.088], [-0.423, -0.100, 0.051], [-0.044, 0.067, 0.013], [0.299, 0.069, 0.129], [0.376, 0.195, -0.097], [-0.362, 0.033, -0.010], [0.040, -0.061, -0.191], [-0.109, -0.023, 0.152], [0.084, 0.122, 0.146], [0.180, -0.065, 0.015], [0.019, -0.055, -0.063], [-0.155, 0.259, -0.004], [0.152, -0.171, 0.081], [-0.185, 0.037, 0.073], [-0.037, 0.110, -0.006], [0.009, -0.005, -0.030], [-0.037, -0.041, -0.106], [0.009, -0.007, 0.079], [-0.095, -0.197, 0.064], [0.023, -0.018, -0.077], [-0.055, -0.134, 0.123], [-0.224, 0.207, -0.190], [-0.037, -0.054, 0.113], [0.198, -0.194, 0.360], [-0.214, -0.211, -0.095], [0.146, 0.283, 0.083], [-0.058, -0.022, 0.067], [0.009, 0.144, 0.000], [0.016, -0.055, -0.078], [0.029, -0.070, 0.098], [0.128, 0.055, 0.129], [0.024, -0.051, -0.079], [0.011, -0.018, -0.078], [-0.046, 0.243, -0.024], [0.058, -0.136, -0.096], [0.045, -0.146, 0.081], [0.543, 0.363, 0.165], [-0.011, -0.053, -0.042], [-0.062, -0.115, -0.060], [-0.075, 0.110, 0.091], [-0.066, -0.045, -0.057], [0.134, -0.021, 0.064], [0.040, 0.176, 0.049], [-0.034, -0.055, -0.051], [0.107, -0.074, -0.073], [0.112, 0.045, -0.272], [-0.119, -0.015, 0.072], [-0.092, -0.036, 0.138], [0.049, 0.002, -0.147], [-0.046, 0.028, 0.099], [-0.056, -0.010, 0.099], [-0.085, -0.117, -0.101], [0.077, 0.070, 0.086], [0.007, 0.081, 0.081]]
}